Record 1
Entry from the Open Molecules 2025 dataset: a structure of composition C3H6ClHfO in a non-equilibrium geometry (the ωB97M-V functional and the def2-TZVPD basis).

CARTESIAN COORDINATES (ANGSTROEM)
Hf -21.38851 -7.64456 19.10184
Cl -18.91115 -6.62842 19.24085
C -13.99408 -5.42223 20.13208
C -14.84929 -4.29989 19.55414
O -14.48405 -3.57233 18.72435
C -16.28167 -4.09854 20.16991
H -14.24931 -6.37661 19.64781
H -14.22143 -5.57257 21.19015
H -12.92964 -5.26339 19.94398
H -16.80784 -3.31898 19.61795
H -16.17015 -3.82201 21.22305
H -16.87282 -5.01889 20.03102

Cartesian forces (eV/Å) of the 2 atoms listed first:
Hf 3.84 1.55 0.19
Cl -4.21 -1.76 -0.26

The HOMO-LUMO gap is 0.0713 hartree. Its charge is +3. For the LUMO energy, the calculation gives -18.45 eV. As for the spin multiplicity: 1. As for the highest occupied orbital energy: -20.3848 eV. The energy above the lowest of the compared OMol25 structures with the same formula, charge and spin comes out at 0.0 kcal per mole.

Record 2
Entry from the Open Molecules 2025 dataset: a cluster of 2 separate species, C19H29N4 in total in a non-equilibrium geometry (the ωB97M-V functional and the def2-TZVPD basis).

CARTESIAN COORDINATES (ANGSTROEM)
C 1.62915 -4.89422 3.28905
N 0.87410 -3.75412 3.77292
C 0.99229 -3.49556 5.20069
C 0.37483 -2.81367 2.87409
C -0.73334 -3.13698 2.04406
C -1.24902 -2.20769 1.17318
C -0.59779 -0.95284 0.93426
C -1.12082 -0.08381 -0.07053
C -0.60075 1.19039 -0.46939
C -1.46893 2.12587 -1.10726
C -1.04020 3.37457 -1.50369
C 0.31849 3.75312 -1.33618
N 0.75925 5.02171 -1.74461
C 0.62715 6.19054 -0.88831
C 1.67613 5.17611 -2.85875
C 1.21580 2.81906 -0.76463
C 0.76437 1.58010 -0.34044
C 0.51049 -0.65227 1.77391
C 0.96497 -1.53102 2.74082
H 1.30147 -5.14302 2.27447
H 2.71308 -4.68534 3.27160
H 1.45807 -5.74402 3.95918
H 0.15033 -2.87936 5.54519
H 0.96248 -4.46083 5.71834
H 1.93200 -2.98720 5.46446
H -1.23736 -4.10085 2.19346
H -2.19183 -2.39951 0.66276
H -2.13766 -0.30215 -0.39627
H -2.50736 1.83726 -1.27306
H -1.73749 4.10665 -1.93275
H -0.25454 6.08443 -0.24563
H 1.51542 6.32628 -0.24934
H 0.52112 7.07760 -1.52283
H 1.47963 4.39679 -3.60532
H 1.51213 6.15814 -3.31182
H 2.72655 5.11365 -2.54132
H 2.26078 3.11328 -0.58927
H 1.50832 0.89444 0.06480
H 1.00198 0.31237 1.71723
H 1.78323 -1.23043 3.41323
C -1.90461 -2.69086 -2.08968
N -1.29499 -1.36053 -2.21437
C -1.94820 -0.63344 -3.31172
N 0.07847 -1.52275 -2.52056
H -2.97942 -2.53394 -1.91594
H -1.74620 -3.27228 -3.01430
H -1.47232 -3.23318 -1.24016
H -3.01630 -0.59258 -3.07088
H -1.55082 0.38231 -3.38863
H -1.78976 -1.16128 -4.26442
H 0.47172 -0.58014 -2.58728
H 0.49593 -1.99882 -1.71838

Cartesian forces (eV/Å) of the 2 atoms listed first:
C -0.12 -0.02 -0.17
N -0.55 -0.21 0.21

The HOMO-LUMO gap is 0.2188 hartree. Its charge is +1. For the LUMO energy, the calculation gives -4.88 eV. As for the spin multiplicity: 1. As for the highest occupied orbital energy: -10.8343 eV. The energy above the lowest of the compared OMol25 structures with the same formula, charge and spin comes out at 71.2 kcal per mole.